Record 1
The following is a quantum chemistry calculation of one molecule with the formula C6H12O, from the OMol25 dataset.

Computed properties:
SMILES = CCO[C@H]1C[C@H]1C
strongest force on any atom = 0.83 eV/A
LUMO = 0.04215 Ha
frontier orbital gap = 10.48 eV

Each line ends with the Mulliken charge.
Geometry (Å):
C -0.22777 -2.33563 1.60848  -1.22
C -0.69002 -1.39999 0.47631  -0.18
O -0.51419 0.01232 0.75379  -0.44
C -0.83419 0.86678 -0.32747  -0.21
C -0.35102 2.31491 -0.35291  -0.69
C 0.25476 1.32035 -1.29734  0.21
C 1.55525 0.71207 -0.84152  -1.26
H -0.77559 -2.15178 2.53902  0.30
H 0.84410 -2.22610 1.80289  0.31
H -0.40730 -3.39490 1.33832  0.36
H -1.75562 -1.60339 0.29569  0.38
H -0.13017 -1.66173 -0.43238  0.26
H -1.82534 0.67468 -0.72066  0.39
H 0.27143 2.68573 0.45978  0.22
H -1.01469 3.08363 -0.76647  0.26
H 0.08364 1.46658 -2.37703  0.35
H 1.78534 -0.16359 -1.45368  0.27
H 2.37850 1.43404 -0.86791  0.37
H 1.35287 0.36604 0.16307  0.33



Record 2
The following is a quantum chemistry calculation of C21H27N4O10S3Sc as an isolated structure in a non-equilibrium geometry, from the OMol25 dataset.

Computed properties:
strongest force on any atom = 1.58 eV/A
LUMO = 0.00142 Ha
frontier orbital gap = 8.24 eV

Each line ends with the Mulliken charge.
Geometry (Å):
Sc -0.11093 0.18848 0.33774  0.59
N 2.25722 1.58390 -0.62971  -0.09
N 3.17054 1.34152 0.41259  -0.46
C 2.63295 0.89527 1.62544  0.44
O 3.33673 0.88839 2.61688  -0.70
O 1.38889 0.49575 1.53794  -0.25
H 2.76083 1.55758 -1.49603  0.27
H 1.80994 2.47923 -0.53373  0.24
H 3.88819 2.02115 0.55780  0.25
O -0.64376 2.18674 0.04612  -0.66
S -1.48260 2.37906 1.27590  1.70
O -1.18645 3.58081 1.98144  -0.68
O -1.35976 1.13296 2.04554  -0.66
C -3.15660 2.50117 0.69022  0.10
C -3.90022 3.55114 1.24060  -0.71
C -5.20603 3.76453 0.83313  -0.55
C -5.77181 2.94415 -0.13066  -0.69
C -5.04311 1.89551 -0.67003  -1.06
C -3.74107 1.64353 -0.26588  0.12
S -3.06591 0.16089 -1.13189  0.79
O 0.06575 0.54453 -2.07524  0.78
O -4.22107 -0.75416 -1.07399  -0.66
O -1.96216 -0.28298 -0.15467  -0.13
H -3.42990 4.19337 1.97470  0.54
H -5.78117 4.57279 1.27247  0.39
H -6.79273 3.11289 -0.45892  0.40
H -5.49602 1.22763 -1.39687  0.46
C 0.41527 -1.87907 3.04768  -0.75
O -0.57358 -1.50882 2.06372  -0.15
H -0.07512 -2.30640 3.91568  0.36
H 1.02800 -1.03458 3.33507  0.28
H 1.04724 -2.63332 2.59126  0.19
H -1.14486 -0.85421 2.47668  0.32
N 1.43829 0.51502 -4.24524  -0.33
C 0.37705 1.35683 -4.20664  0.60
C -0.02844 2.16209 -5.26711  -0.89
C -1.11562 2.99113 -5.12752  -0.33
C -1.77829 3.04633 -3.90787  -1.23
C -1.35717 2.24037 -2.88514  -0.14
N -0.33094 1.36835 -3.04477  0.14
H 2.11741 0.63908 -4.97108  0.26
H 1.72039 0.12619 -3.36141  0.11
H 0.54045 2.12417 -6.19016  0.39
H -1.43914 3.60571 -5.96129  0.41
H -2.61752 3.70882 -3.73800  0.49
H -1.77885 2.26541 -1.90199  0.47
C -4.75219 -3.41762 -3.58712  -1.50
C -3.32774 -3.15074 -3.17543  1.08
C -2.92438 -3.40854 -1.86223  -0.84
C -1.65063 -3.10930 -1.43634  -0.54
C -0.75682 -2.55143 -2.34127  1.05
C -1.12067 -2.27964 -3.64779  -0.64
C -2.41283 -2.59157 -4.06086  -0.76
S 0.87192 -2.15490 -1.81147  0.19
C 1.32607 -3.81935 -1.44268  -1.29
O 0.80824 -1.50598 -0.42180  -0.19
H -5.08752 -4.39500 -3.23486  0.37
H -4.87220 -3.37921 -4.67105  0.39
H -5.40719 -2.66203 -3.13972  0.26
H -3.64437 -3.80627 -1.15134  0.33
H -1.37303 -3.24490 -0.39462  0.18
H -0.40917 -1.82750 -4.33270  0.38
H -2.71892 -2.36693 -5.08037  0.33
H 0.62443 -4.21616 -0.70695  0.36
H 2.34417 -3.80328 -1.04138  0.44
H 1.28243 -4.38313 -2.37846  0.44



Record 3
The following is a quantum chemistry calculation of one molecule with the formula C2H6IOP in a non-equilibrium geometry, from the OMol25 dataset.

Computed properties:
SMILES = CP[C@@H](O)I
strongest force on any atom = 2.66 eV/A
LUMO = 0.01832 Ha
frontier orbital gap = 9.85 eV

Each line ends with the Mulliken charge.
Geometry (Å):
C -0.78095 0.48012 0.96192  -0.87
P -0.70670 0.82765 -0.90508  0.03
C 0.67357 -0.33564 -1.50749  -0.41
O 0.05212 -1.61145 -1.65216  -0.43
I 1.41852 0.10817 -3.44866  0.00
H -1.76241 0.02312 1.07752  0.25
H -0.82502 1.35954 1.51914  0.37
H 0.05347 -0.19808 1.32819  0.29
H -0.02428 2.01685 -0.85395  0.04
H 1.63022 -0.48309 -0.98224  0.40
H -0.84167 -1.35531 -1.71004  0.33



Record 4
The following is a quantum chemistry calculation of Ag2I as an isolated structure in a non-equilibrium geometry, from the OMol25 dataset.

Computed properties:
strongest force on any atom = 12.88 eV/A
net charge = +3
spin multiplicity = 3
LUMO (alpha / beta) = -0.58391 / -0.77210 Ha
frontier orbital gap (alpha / beta) = 12.33 / 6.92 eV

Each line ends with the Mulliken charge.
Geometry (Å):
Ag 20.89238 -11.04255 -2.50162  0.89
Ag 19.06936 -10.20561 0.95425  0.89
I 19.42793 -10.78152 -1.04078  1.21



Record 5
The following is a quantum chemistry calculation of a 2-piece molecular cluster, C5H12OS overall in a non-equilibrium geometry, from the OMol25 dataset.

Computed properties:
strongest force on any atom = 5.71 eV/A
LUMO = -0.07000 Ha
frontier orbital gap = 4.76 eV

Each line ends with the Mulliken charge.
Geometry (Å):
C -0.58605 -0.49488 -3.48236  -0.59
C 0.33039 -0.34222 -2.28680  -0.22
C 0.87982 -1.74821 -1.58245  -0.44
S 0.04279 -2.28392 -0.07113  -0.02
H -1.75100 -0.36599 -3.40933  0.26
H -0.08488 -0.79655 -4.52062  0.27
H 0.62888 0.73747 -1.91382  0.33
H 2.05303 -1.59023 -1.43414  0.33
H 0.75871 -2.57621 -2.43389  0.36
H 0.12586 -1.53550 1.07088  0.30
H -0.69353 -3.43677 -0.05680  0.23
C 0.13640 2.44654 2.63417  -1.09
C -0.57833 1.10665 2.38447  -0.19
O 0.35824 0.21749 2.09677  -0.81
H 0.68847 2.78794 1.74941  0.25
H -0.60084 3.22037 2.87782  0.35
H 0.83771 2.38646 3.47606  0.27
H -1.34428 1.32598 1.62434  0.21
H -1.20138 0.94157 3.27739  0.21



Record 6
The following is a quantum chemistry calculation of a 2-piece molecular cluster, C5H14N2O overall in a non-equilibrium geometry, from the OMol25 dataset.

Computed properties:
SMILES = N/C=C/CCCN.O
strongest force on any atom = 8.82 eV/A
LUMO = 0.02579 Ha
frontier orbital gap = 9.69 eV

Each line ends with the Mulliken charge.
Geometry (Å):
N 1.49546 -2.48809 -1.09429  -0.56
C 1.03507 -1.34856 -0.26790  -0.12
C 1.44921 -0.12125 -0.53385  -0.47
C 1.15825 1.04866 0.28430  -0.33
C 0.06092 1.84209 -0.29862  -0.87
C -1.06741 0.89585 -0.70913  -0.03
N -2.27256 1.53131 -1.46534  -0.73
H 0.77973 -2.98049 -1.55700  0.18
H 2.18764 -3.02289 -0.64676  0.21
H 0.61355 -1.70791 0.62635  0.26
H 2.00355 0.09508 -1.35081  0.35
H 2.26367 1.66268 0.20378  0.21
H 0.82162 0.84957 1.30064  0.27
H -0.37830 2.46704 0.47241  0.35
H 0.33204 2.52807 -1.01845  0.40
H -1.59564 0.48446 0.20999  0.18
H -0.72851 -0.07048 -1.28442  0.16
H -3.06264 0.87399 -1.26570  0.26
H -2.61076 2.40510 -0.98344  0.25
O -0.57700 -1.46894 3.16436  -0.54
H -0.62285 -2.18741 2.62373  0.29
H -1.28505 -1.28789 3.59014  0.25



Record 7
The following is a quantum chemistry calculation of one molecule with the formula C6H15NS in a non-equilibrium geometry, from the OMol25 dataset.

Computed properties:
SMILES = CCN[C@H](C)CCS
strongest force on any atom = 1.49 eV/A
LUMO = 0.03742 Ha
frontier orbital gap = 9.87 eV

Each line ends with the Mulliken charge.
Geometry (Å):
C -1.59592 -2.23589 1.53016  -1.21
C -0.50851 -1.95626 0.50615  -0.27
N -0.49157 -0.55591 0.06524  -0.31
C 0.77809 -0.03383 -0.41505  0.17
C 1.96675 -0.13016 0.54452  -1.30
C 0.56935 1.47458 -0.74578  -1.05
C -0.74377 1.82246 -1.40405  -0.64
S -1.04868 3.61554 -1.41496  -0.24
H -1.20258 -2.23203 2.55184  0.30
H -2.05178 -3.20918 1.35173  0.34
H -2.38700 -1.48433 1.51226  0.32
H -0.58416 -2.59777 -0.37095  0.29
H 0.46244 -2.24237 0.93111  0.27
H -0.77556 0.00686 0.86245  0.26
H 1.02650 -0.44880 -1.39770  0.38
H 2.10541 0.78828 1.13228  0.36
H 1.81877 -0.92037 1.28427  0.36
H 2.91658 -0.28691 0.04497  0.31
H 0.67798 2.03852 0.18055  0.40
H 1.40611 1.77041 -1.38036  0.49
H -0.79460 1.41129 -2.41610  0.35
H -1.59289 1.43141 -0.85681  0.32
H 0.04902 3.97447 -2.09577  0.10



Record 8
The following is a quantum chemistry calculation of C51H65CsNOP2Sb as an isolated structure, from the OMol25 dataset.

Computed properties:
strongest force on any atom = 0.58 eV/A
LUMO = 0.00032 Ha
frontier orbital gap = 4.64 eV

Each line ends with the Mulliken charge.
Geometry (Å):
Cs 0.06944 -0.24257 -0.51680  1.84
C 2.47859 3.64634 0.31747  -2.20
N 3.32774 3.28578 -0.79687  0.63
C 4.17795 2.10848 -0.68240  -2.03
P 3.38379 0.58834 0.05808  0.85
C 4.72227 -0.55828 -0.46954  0.84
C 5.69991 -1.08219 0.36902  -0.68
C 6.70644 -1.89367 -0.14138  -0.62
C 6.74218 -2.20091 -1.49174  -0.65
C 5.74962 -1.71392 -2.33188  -0.65
C 4.74788 -0.90469 -1.82074  -0.57
C 3.69506 0.80802 1.85073  -0.01
C 2.69057 0.38456 2.71864  -0.24
C 2.86074 0.46397 4.09701  -0.57
C 4.03109 0.98827 4.61928  -0.65
C 5.03218 1.43314 3.76467  -0.76
C 4.86598 1.33821 2.39123  0.04
C 3.66049 4.26841 -1.73445  1.37
C 2.86671 5.41517 -1.89367  0.09
C 3.17888 6.37224 -2.84474  -0.80
C 4.28805 6.23214 -3.66899  -0.70
C 5.08311 5.10877 -3.51182  -0.69
C 4.78621 4.14133 -2.56101  -0.97
P 0.69710 3.05926 0.16846  1.45
C 0.20110 3.62066 -1.49861  1.06
C -0.74658 4.61184 -1.74334  -0.29
C -1.13104 4.91170 -3.04503  -0.81
C -0.58060 4.22190 -4.11606  -0.69
C 0.35006 3.21727 -3.88240  -0.80
C 0.72699 2.91223 -2.58326  -0.75
C -0.13849 4.22771 1.30788  -0.17
C 0.09063 5.60233 1.34990  0.10
C -0.59684 6.40680 2.24751  -0.87
C -1.53077 5.84731 3.11359  -0.68
C -1.77702 4.48491 3.07739  -0.72
C -1.07960 3.68354 2.17943  -0.47
H 2.51476 4.72022 0.49143  0.95
H 2.84771 3.17916 1.23296  0.20
H 5.12261 2.32906 -0.17068  0.48
H 4.44171 1.76745 -1.68040  0.89
H 5.68082 -0.87205 1.43024  0.36
H 7.45666 -2.29735 0.52761  0.38
H 7.52289 -2.83970 -1.88514  0.37
H 5.74391 -1.97947 -3.38142  0.41
H 3.96524 -0.54998 -2.48516  0.37
H 1.75072 0.02307 2.31794  0.36
H 2.07872 0.11865 4.76279  0.45
H 4.16641 1.05326 5.69145  0.38
H 5.94772 1.84596 4.16909  0.42
H 5.66757 1.66671 1.74132  0.38
H 1.96660 5.54394 -1.30809  -0.15
H 2.53417 7.23744 -2.94360  0.41
H 4.52784 6.98205 -4.41062  0.39
H 5.96487 4.97839 -4.12723  0.38
H 5.45851 3.30420 -2.45996  0.45
H -1.19026 5.15806 -0.91916  0.33
H -1.86787 5.68635 -3.21960  0.47
H -0.88055 4.45965 -5.12888  0.42
H 0.78253 2.67032 -4.71103  0.48
H 1.45818 2.12913 -2.40943  0.38
H 0.80046 6.06087 0.67007  0.28
H -0.40753 7.47244 2.26896  0.46
H -2.06729 6.47772 3.81149  0.40
H -2.51227 4.04291 3.73919  0.48
H -1.28194 2.61817 2.13478  0.20
O -0.65063 0.38102 2.90731  -0.58
H -0.51262 -0.44534 3.38412  0.25
H -0.27792 1.06629 3.47434  0.24
C -4.25533 -2.89546 -0.37046  -2.02
C -4.67327 -1.61094 -1.09174  1.64
C -4.05201 -1.61909 -2.49017  -1.97
C -6.19300 -1.58483 -1.22486  -1.52
Sb -3.68484 0.02900 -0.00218  1.27
C -4.63014 0.00811 1.98666  1.69
C -4.28467 1.31559 2.70175  -1.56
C -3.93320 -1.13188 2.73725  -1.65
C -6.14095 -0.20246 2.01998  -1.81
C -4.34927 1.85231 -1.05282  1.73
C -5.79520 1.87540 -1.53719  -1.78
C -4.09071 3.07135 -0.16833  -1.89
C -3.40203 1.95400 -2.25558  -1.77
H -4.52271 -3.75855 -0.99336  0.53
H -4.77826 -3.01399 0.57967  0.31
H -3.18031 -2.94800 -0.17944  0.33
H -4.38057 -2.52001 -3.02358  0.50
H -2.95908 -1.64315 -2.45731  0.33
H -4.36332 -0.75974 -3.08566  0.33
H -6.50781 -2.48164 -1.77562  0.50
H -6.55559 -0.72220 -1.77957  0.21
H -6.69967 -1.60457 -0.26273  0.20
H -3.22989 1.58125 2.59319  0.02
H -4.48250 1.19129 3.77490  0.61
H -4.89408 2.14840 2.35513  0.34
H -2.85346 -0.97885 2.77739  0.10
H -4.11399 -2.10835 2.29087  0.35
H -4.30706 -1.16503 3.76926  0.47
H -6.68194 0.47811 1.35949  0.21
H -6.50669 -0.02991 3.04127  0.47
H -6.41133 -1.22430 1.75330  0.38
H -6.51227 1.65001 -0.74561  0.23
H -5.95708 1.17062 -2.35335  0.38
H -6.03337 2.87582 -1.92416  0.46
H -4.84968 3.19397 0.60291  0.37
H -4.11440 3.97426 -0.79421  0.59
H -3.11100 3.04095 0.31651  0.31
H -3.44648 1.08588 -2.91272  0.20
H -2.36185 2.08550 -1.94197  0.27
H -3.66705 2.83475 -2.85522  0.52
C -0.26781 -3.23026 0.13781  -1.91
C 1.09758 -3.51611 -0.05620  1.22
C 2.08058 -3.30802 0.96274  -0.33
C 3.41869 -3.61120 0.77284  -0.40
C 3.89505 -4.09528 -0.44179  -0.54
C 2.97050 -4.25079 -1.47593  -0.48
C 1.62978 -3.96286 -1.30607  -0.61
H -0.63185 -3.07433 1.15178  0.29
H -0.99653 -3.58025 -0.58793  0.17
H 1.74460 -2.96401 1.93823  0.25
H 4.11074 -3.46760 1.59782  0.33
H 4.94136 -4.32787 -0.58359  0.52
H 3.30973 -4.61406 -2.44110  0.37
H 0.93961 -4.12145 -2.12919  0.31